{
  "formula": "C37H47Cl69FNOP",
  "method": "ωB97M-V with the def2-TZVPD basis set",
  "symbols": ["Cl", "Cl", "H", "Cl", "Cl", "Cl", "H", "H", "Cl", "H", "H", "H", "Cl", "C", "H", "H", "Cl", "H", "F", "Cl", "Cl", "Cl", "H", "C", "H", "Cl", "C", "Cl", "C", "H", "Cl", "Cl", "Cl", "H", "Cl", "Cl", "Cl", "C", "Cl", "C", "C", "H", "C", "H", "H", "Cl", "H", "H", "Cl", "Cl", "Cl", "C", "Cl", "C", "C", "H", "H", "Cl", "Cl", "H", "C", "Cl", "N", "C", "H", "Cl", "H", "Cl", "Cl", "C", "Cl", "H", "Cl", "H", "Cl", "C", "H", "C", "Cl", "Cl", "Cl", "Cl", "C", "C", "C", "H", "H", "H", "C", "H", "Cl", "O", "C", "Cl", "H", "Cl", "Cl", "H", "C", "Cl", "C", "Cl", "C", "Cl", "Cl", "Cl", "Cl", "H", "C", "Cl", "Cl", "C", "Cl", "H", "Cl", "Cl", "Cl", "Cl", "C", "C", "H", "C", "H", "H", "Cl", "H", "C", "Cl", "C", "C", "Cl", "H", "Cl", "H", "Cl", "Cl", "H", "C", "H", "Cl", "Cl", "H", "Cl", "Cl", "H", "C", "Cl", "Cl", "H", "C", "Cl", "C", "H", "C", "H", "Cl", "P"],
  "coordinates": [[1.638, 1.983, -8.859], [-6.932, 10.152, 3.950], [1.194, -2.323, -0.754], [-1.768, -4.988, -8.374], [3.183, -1.631, 6.639], [-3.825, -2.996, -7.864], [-5.913, 9.577, 1.911], [1.084, -0.058, -2.852], [6.516, 4.970, 2.530], [0.497, 2.521, 10.655], [1.955, -7.186, -7.148], [-8.234, 2.781, 1.753], [-7.551, 11.143, 1.285], [1.426, -1.626, 6.842], [-3.877, 1.337, -2.118], [2.699, 4.201, 6.014], [9.996, 3.103, -5.832], [-8.870, -2.971, 3.639], [-4.954, 4.087, 0.044], [1.961, -4.517, -6.299], [3.389, -3.350, -4.049], [8.194, -7.936, 10.980], [1.693, -0.961, 0.357], [-5.078, 2.714, 0.549], [1.184, -2.176, 7.749], [-7.523, -1.870, -2.320], [-2.462, -3.448, -8.896], [-5.690, 6.993, 5.900], [10.504, -4.004, 11.051], [0.987, 1.372, -1.593], [9.876, -1.884, -5.119], [7.109, 7.750, 1.910], [-9.397, 6.030, 2.641], [1.405, 0.136, 3.999], [-4.935, 11.645, 2.453], [10.468, -3.004, -2.501], [0.641, -2.436, 5.478], [-0.463, -12.436, -7.678], [8.746, -3.849, 10.924], [-7.886, 6.346, 3.504], [-1.576, 2.387, 2.340], [-5.329, -1.667, 0.396], [-3.602, 2.159, 0.797], [2.236, -5.397, -4.137], [-6.224, 3.962, 2.093], [-0.201, -7.931, -7.718], [10.905, -3.062, 11.420], [-7.446, 1.458, 2.821], [11.215, -4.329, 9.464], [-1.229, -2.180, -8.883], [-3.650, 1.911, -11.671], [2.868, 3.348, 5.359], [-6.591, 6.756, 2.370], [-7.354, 2.043, 1.833], [2.881, -4.856, -4.826], [-2.354, 3.076, -10.095], [-0.152, -0.579, 3.241], [0.238, -13.659, -8.747], [-2.881, 7.298, 6.595], [-1.088, 2.881, 3.243], [0.741, 1.095, 1.998], [-7.883, 4.980, -0.416], [-2.912, 2.719, 1.952], [-6.283, 10.505, 2.342], [-5.329, 2.538, 2.830], [5.418, -7.803, 10.127], [4.248, -5.811, 8.695], [12.452, -1.375, -3.868], [2.291, -8.359, -9.156], [-2.162, 2.250, -10.777], [0.794, 0.878, -5.683], [-3.588, -1.613, -0.199], [0.533, -1.973, -6.208], [5.470, 6.365, 0.951], [8.007, 1.485, -4.458], [8.070, -6.290, -6.406], [-4.986, -2.286, -1.289], [-5.957, 2.856, 1.927], [1.855, 4.715, -9.831], [8.670, -4.634, -6.242], [1.359, 3.005, 4.492], [-7.567, 5.589, -3.243], [0.410, 0.572, -2.181], [3.862, -4.882, 9.110], [11.141, -2.544, -4.071], [1.455, 1.053, 1.111], [-7.389, 1.336, 0.933], [1.538, -0.986, 2.566], [-1.370, 0.710, 0.254], [-2.826, -3.563, -9.915], [-1.647, -0.524, -4.942], [-4.895, -0.126, -0.996], [6.875, -6.865, 10.489], [0.825, 0.031, 7.021], [1.865, 3.958, -7.606], [-4.604, 9.635, 6.415], [-8.172, -1.579, 5.400], [-6.025, -0.454, -3.448], [-3.631, 0.498, -1.373], [1.655, 4.566, 10.623], [-0.754, 1.376, 1.516], [10.935, -5.280, 12.199], [0.879, -0.151, 3.014], [-7.142, -1.694, 2.682], [-1.688, -11.489, -8.534], [7.354, -5.891, 9.092], [7.419, 2.595, -7.083], [9.085, 1.042, -6.499], [-4.518, 7.923, 6.845], [-6.145, -2.345, -4.837], [4.053, 3.525, -8.346], [0.777, -1.580, 0.019], [8.307, -6.878, -8.057], [-0.412, 1.123, -2.776], [3.220, -5.214, 10.724], [3.353, 1.972, 6.361], [4.508, 7.030, 2.990], [5.190, -3.718, 9.198], [2.296, 3.593, -8.537], [-8.563, -1.929, 3.711], [-3.398, 3.430, 2.529], [1.554, -8.105, -7.569], [11.546, -3.436, -4.545], [1.057, 2.025, 2.611], [-7.828, 7.747, -1.310], [-5.673, 2.152, -0.240], [-2.852, 1.125, -0.092], [4.283, -5.873, -5.190], [1.134, 3.024, 9.931], [-6.829, -1.118, -3.763], [2.528, 1.987, 9.601], [0.374, -2.136, 0.926], [-9.903, -0.915, 3.160], [6.654, -6.192, 11.316], [-8.047, -0.155, -4.610], [-1.676, 0.840, -9.823], [-3.025, -0.319, -1.893], [5.850, 6.510, 1.961], [-4.766, 7.820, 7.899], [-7.423, 4.946, 4.481], [8.868, -7.359, -5.244], [7.003, -6.290, -6.193], [-1.156, -13.192, -6.237], [4.149, 3.767, 4.215], [0.331, -11.761, -7.362], [-4.673, -1.486, -0.525], [1.955, -9.439, -6.476], [2.582, -4.284, 8.043], [-6.126, 6.133, -1.467], [-7.206, 6.115, -1.593], [-0.868, 2.730, -11.882], [8.681, 1.937, -6.030], [-8.043, 7.194, 4.168], [-0.322, -0.428, -6.113], [-0.745, -0.208, -7.092], [0.196, 3.291, 8.453], [-0.483, -0.505, -0.887]],
  "atomic_forces_ev_per_a": [[0.070, 0.174, -0.084], [-0.036, -0.025, -0.176], [-0.956, 1.050, 1.071], [-0.023, 0.186, -0.088], [-0.137, 0.493, -0.226], [0.083, 0.012, -0.100], [-0.095, 0.174, 0.108], [-1.063, 0.861, 0.990], [0.070, 0.139, -0.178], [0.099, 0.104, -0.174], [-0.073, -0.195, -0.075], [1.394, -1.181, 0.130], [0.120, -0.121, 0.068], [0.101, 0.216, 0.006], [0.403, -1.175, 1.185], [-0.054, -0.161, -0.143], [-0.108, -0.155, -0.032], [0.084, 0.207, -0.002], [0.486, -1.881, 0.477], [0.238, -0.495, 0.043], [-0.070, -0.130, -0.040], [-0.152, 0.147, -0.004], [-1.391, -1.099, -0.433], [-0.448, 1.163, 0.973], [0.036, 0.151, -0.168], [-0.058, 0.062, -0.108], [-0.117, -0.118, 0.086], [0.318, 0.071, 0.330], [0.092, -0.061, 0.052], [-0.449, -1.121, -1.187], [0.095, 0.106, 0.056], [-0.152, -0.161, -0.031], [0.192, 0.063, 0.160], [-1.031, -0.191, -1.577], [-0.092, -0.149, 0.005], [0.044, -0.005, -0.167], [0.012, -0.100, 0.154], [-0.001, -0.033, -0.035], [0.317, 0.396, 0.348], [-0.267, 0.067, -0.120], [0.053, -2.279, -2.944], [0.853, 0.405, -1.290], [2.546, -1.239, -0.271], [0.130, 0.092, -0.148], [0.746, -1.630, -0.545], [0.154, -0.033, 0.076], [-0.084, -0.193, -0.082], [-0.179, 0.744, -1.756], [-0.069, 0.061, 0.128], [-0.137, -0.272, -0.338], [0.126, 0.034, 0.143], [0.618, -0.004, 0.316], [0.019, 0.047, 0.075], [0.316, 0.199, 0.701], [0.057, 0.057, 0.049], [0.040, -0.172, -0.134], [1.410, 0.501, -0.166], [-0.022, 0.134, 0.101], [-0.112, -0.004, 0.048], [-1.151, -0.562, -1.397], [-0.446, 0.952, 0.733], [-0.085, -0.005, -0.178], [1.596, -1.896, -1.619], [-0.026, 0.076, -0.087], [-1.027, 0.176, -1.261], [0.122, -0.072, 0.036], [-0.063, 0.172, 0.071], [-0.119, -0.134, -0.054], [-0.062, 0.061, 0.190], [0.053, 0.163, -0.130], [-0.092, -0.089, 0.025], [-1.358, 0.009, -0.523], [-0.163, 0.695, 0.374], [0.077, 0.014, 0.212], [0.048, -0.015, -0.111], [0.080, -0.033, -0.089], [0.713, 1.417, 0.894], [-0.129, 0.023, -0.624], [-0.002, -0.079, 0.160], [-0.140, -0.239, 0.027], [0.046, 0.343, 0.673], [0.087, 0.023, 0.144], [-0.107, 1.166, 1.020], [0.026, 0.075, 0.150], [0.104, 0.020, 0.091], [-1.124, -0.125, 1.082], [0.104, 0.900, 1.407], [-1.202, 1.333, 0.686], [-1.742, 3.263, 2.455], [0.088, 0.047, 0.197], [-0.053, -0.026, -0.090], [1.426, -0.060, 0.023], [0.237, -0.010, -0.035], [-0.214, -0.361, 0.037], [0.089, -0.073, -0.185], [0.111, -0.183, 0.181], [-0.019, -0.065, -0.169], [-0.169, -0.139, 0.010], [-0.307, 0.114, 0.122], [-0.097, -0.168, -0.071], [-2.207, 0.794, -0.408], [-0.040, 0.161, -0.085], [0.495, -0.391, -0.282], [-0.017, -0.062, 0.012], [0.120, -0.035, 0.074], [0.046, -0.933, -0.259], [0.092, -0.095, 0.046], [-0.076, 0.176, 0.099], [-0.019, 0.286, -0.029], [0.030, 0.078, 0.100], [-0.171, 0.007, 0.048], [1.818, 0.744, 0.221], [-0.082, 0.044, 0.146], [1.379, -1.087, 0.787], [0.022, 0.093, -0.164], [0.003, 0.411, -0.482], [0.072, 0.022, -0.142], [-0.550, 0.365, 0.017], [0.050, 0.011, -0.064], [-0.163, 0.059, 0.116], [0.264, -0.659, -0.695], [0.016, 0.015, -0.159], [-0.113, 0.167, 0.076], [-0.587, -1.697, -1.595], [0.109, -0.138, 0.032], [1.199, 0.504, 1.043], [0.872, 1.124, 2.075], [-0.175, 0.003, 0.048], [0.193, -0.002, 0.137], [-0.045, 0.072, -0.079], [-0.185, 0.090, 0.277], [0.249, 0.768, -1.388], [0.141, -0.126, 0.026], [0.021, -0.108, -0.154], [0.152, -0.057, 0.103], [-0.163, 0.129, -0.090], [-0.270, 1.465, 0.794], [0.082, 0.131, -0.002], [0.053, -0.008, -0.215], [-0.240, -0.135, -0.115], [-0.112, 0.090, -0.059], [0.215, 0.014, -0.050], [0.084, 0.091, -0.077], [-0.366, -0.122, 0.245], [-0.165, -0.118, -0.068], [-0.218, -0.821, 0.902], [-0.010, 0.102, -0.003], [0.009, -0.762, 0.275], [-0.212, -0.040, -0.003], [-0.004, 0.050, -0.043], [-0.127, -0.033, 0.158], [0.056, 0.065, 0.014], [0.082, -0.130, -0.126], [0.154, -0.109, -0.089], [0.023, 0.012, 0.216], [-0.008, -0.015, -0.003], [-0.823, -0.901, -0.593]],
  "mulliken_charge": [-0.07, -0.11, 0.42, -0.05, -0.09, -0.08, 0.02, 0.34, -0.14, 0.32, -0.39, 0.22, -0.12, -0.30, 0.38, 0.34, -0.12, 0.36, -0.36, -0.16, -0.13, -0.11, 0.22, 0.32, 0.51, -0.14, -0.15, -0.01, -0.03, 0.39, -0.11, -0.11, -0.10, -0.06, -0.13, -0.12, -0.11, 0.46, -0.06, -0.10, -0.73, -0.23, -0.25, 0.33, -0.39, -0.08, 0.33, 0.16, -0.12, -0.10, -0.13, -0.28, -0.04, -0.77, 0.01, 0.27, 0.41, -0.12, -0.12, 0.08, 0.09, -0.05, 0.20, 0.32, 0.31, -0.14, 0.20, -0.12, -0.12, -0.01, -0.15, 0.18, 0.00, 0.29, -0.13, 0.58, 0.24, 0.08, -0.11, -0.06, -0.08, -0.13, -0.87, 0.12, 0.06, 0.32, 0.29, 0.29, 0.58, 0.37, -0.07, -0.12, 0.12, 0.00, 0.26, -0.10, -0.11, -0.20, -1.32, -0.12, 0.39, -0.11, -0.65, -0.08, -0.12, -0.11, -0.07, 0.20, -0.09, -0.11, -0.08, -0.92, -0.13, 0.22, -0.12, -0.03, -0.12, -0.12, 0.01, -0.11, 0.34, 0.75, 0.30, -0.04, -0.10, 0.26, 0.15, -0.10, -0.02, 0.55, -0.07, 0.30, -0.10, 0.26, -0.14, -0.04, 0.48, 0.08, 0.34, -0.15, -0.12, -0.25, -0.12, -0.03, -0.09, -0.12, -0.14, -0.12, 0.16, 0.11, -0.10, 0.11, 0.40, 0.54, -0.28, -0.11, 0.32],
  "homo_energy_ha": -0.4046,
  "lumo_ev": -4.221,
  "homo_lumo_gap_ev": 6.8,
  "charge": 1
}